ORCA calculation (ωB97M-V/def2-TZVPD) on a cluster of 3 separate species, C36H57F9I2NO9S3 in total in a non-equilibrium geometry.

For the strongest force on any atom, the calculation gives 0.1338 hartree/bohr. As for the calculated total energy: -131324.284 eV. For the frontier orbital gap, the calculation gives 8.15 eV. Its multiplicity is 1. The value obtained for the HOMO energy is -11.12 eV. Its charge is +1.

CARTESIAN COORDINATES (ANGSTROEM)
C (2.092, 3.594, 2.121)
C (0.900, 2.691, 1.581)
C (1.100, 2.072, 0.153)
C (-0.018, 2.310, -0.981)
C (-0.991, 3.523, -0.865)
I (-3.093, 3.030, -1.166)
C (-0.698, 4.823, -0.584)
C (0.751, 5.265, -0.307)
I (-2.264, 6.317, -0.471)
C (0.575, 1.849, -2.416)
C (0.126, 0.309, -2.551)
C (-1.402, 0.073, -2.857)
C (-2.179, -0.739, -1.743)
C (-3.273, -1.667, -2.431)
C (-4.561, -0.868, -2.875)
C (-5.746, -0.935, -1.810)
C (-6.329, 0.513, -1.447)
C (-5.956, 0.840, 0.042)
C (-6.636, 2.142, 0.626)
C (-6.843, 3.300, -0.404)
O (-8.094, 3.194, -1.104)
C (-8.645, 4.487, -1.340)
S (0.311, 2.802, -3.935)
O (-0.040, 1.822, -4.970)
O (-0.830, 3.717, -3.921)
C (1.802, 3.622, -4.689)
F (1.423, 3.932, -5.960)
F (2.821, 2.695, -4.880)
C (2.452, 4.836, -3.944)
F (3.650, 5.067, -4.609)
F (2.859, 4.518, -2.651)
C (1.699, 6.207, -3.972)
F (0.531, 6.223, -3.250)
F (1.353, 6.617, -5.237)
C (2.551, 7.435, -3.393)
F (1.664, 8.488, -3.380)
F (2.933, 7.259, -2.105)
F (3.546, 7.819, -4.217)
C (2.101, 1.617, -1.931)
N (2.420, 2.116, -0.539)
C (3.494, 1.191, -0.043)
C (4.659, 0.842, -0.862)
C (5.684, -0.070, -0.436)
C (5.602, -0.709, 0.873)
C (4.480, -0.347, 1.712)
C (3.447, 0.582, 1.274)
H (2.637, 3.054, 2.929)
H (1.635, 4.504, 2.596)
H (2.787, 3.967, 1.331)
H (-0.043, 3.292, 1.652)
H (0.773, 1.863, 2.330)
H (0.991, 0.969, 0.358)
H (-0.710, 1.474, -0.674)
H (0.940, 6.246, -0.820)
H (1.546, 4.519, -0.510)
H (0.819, 5.510, 0.792)
H (0.342, -0.200, -1.568)
H (0.748, -0.191, -3.333)
H (-1.874, 1.078, -3.034)
H (-1.480, -0.510, -3.807)
H (-2.750, -0.020, -1.090)
H (-1.465, -1.323, -1.107)
H (-2.769, -2.167, -3.292)
H (-3.602, -2.390, -1.635)
H (-4.281, 0.183, -3.132)
H (-4.956, -1.383, -3.791)
H (-6.586, -1.524, -2.268)
H (-5.440, -1.484, -0.883)
H (-5.938, 1.248, -2.190)
H (-7.448, 0.433, -1.510)
H (-6.312, -0.022, 0.666)
H (-4.849, 0.913, 0.216)
H (-7.638, 1.872, 1.042)
H (-5.985, 2.515, 1.464)
H (-6.006, 3.424, -1.144)
H (-6.883, 4.266, 0.180)
H (-8.052, 5.099, -2.071)
H (-8.773, 5.093, -0.401)
H (-9.658, 4.341, -1.796)
H (2.289, 0.519, -2.031)
H (2.927, 2.041, -2.550)
H (2.940, 3.010, -0.551)
H (4.768, 1.294, -1.878)
H (6.516, -0.299, -1.135)
H (6.397, -1.431, 1.142)
H (4.425, -0.835, 2.712)
H (2.630, 0.779, 1.996)
O (2.134, -3.398, 2.250)
S (2.273, -3.810, 0.883)
O (1.233, -3.587, -0.080)
O (2.699, -5.351, 0.848)
C (1.850, -6.314, 1.500)
C (0.568, -6.556, 0.725)
C (3.773, -3.144, 0.235)
H (1.639, -6.002, 2.525)
H (2.413, -7.245, 1.558)
H (-0.052, -5.659, 0.694)
H (-0.019, -7.350, 1.189)
H (0.789, -6.832, -0.308)
H (4.581, -3.331, 0.939)
H (3.623, -2.076, 0.109)
H (3.979, -3.606, -0.730)
O (1.874, -9.940, 6.122)
S (1.695, -8.527, 5.979)
O (2.237, -7.811, 4.860)
O (2.158, -7.807, 7.336)
C (3.498, -8.028, 7.802)
C (4.524, -7.297, 6.955)
C (-0.025, -8.149, 6.097)
H (3.713, -9.098, 7.844)
H (3.543, -7.650, 8.824)
H (4.548, -7.687, 5.938)
H (5.523, -7.408, 7.379)
H (4.280, -6.235, 6.888)
H (-0.445, -8.660, 6.961)
H (-0.499, -8.504, 5.182)
H (-0.144, -7.071, 6.182)


ORCA calculation (ωB97M-V/def2-TZVPD) on a cluster of 9 separate species, C36H57N9O12 in total in a non-equilibrium geometry.

The expectation value of S² is 0.79. For the strongest force on any atom, the calculation gives 0.1211 hartree/bohr. As for the calculated total energy: -76215.123 eV. For the frontier orbital gap (spin up / spin down), the calculation gives 7.20 / 2.62 eV. Its multiplicity is 2. The value obtained for the HOMO energy (spin up / spin down) is -10.97 / -10.97 eV. Its charge is +1.

CARTESIAN COORDINATES (ANGSTROEM)
C (-2.529, 0.602, 0.234)
O (-3.116, -0.448, 0.381)
N (-1.279, 0.655, -0.203)
C (-0.480, 1.864, -0.353)
C (-0.610, -0.592, -0.374)
H (-2.889, 1.616, 0.467)
H (-0.149, 2.136, -1.355)
H (0.278, 1.850, 0.429)
H (-1.168, 2.653, -0.047)
H (-0.264, -0.951, 0.596)
H (-1.331, -1.272, -0.828)
H (0.186, -0.594, -1.118)
C (2.280, -0.221, 4.971)
O (1.726, -1.127, 5.637)
N (2.182, 0.108, 3.715)
C (2.946, 1.243, 3.246)
C (1.214, -0.402, 2.893)
H (3.011, 0.449, 5.449)
H (3.949, 1.186, 3.669)
H (2.530, 2.169, 3.644)
H (3.267, 1.220, 2.205)
H (0.389, 0.282, 2.690)
H (1.664, -0.622, 1.925)
H (0.779, -1.328, 3.270)
C (0.645, -5.052, -4.787)
O (1.667, -5.558, -5.323)
N (0.853, -4.033, -3.972)
C (-0.248, -3.472, -3.076)
C (2.215, -3.572, -3.651)
H (-0.414, -5.349, -4.817)
H (-0.971, -2.852, -3.607)
H (0.259, -2.909, -2.292)
H (-0.679, -4.331, -2.562)
H (2.921, -4.197, -3.103)
H (2.882, -3.211, -4.435)
H (1.987, -2.633, -3.148)
C (1.194, -5.835, 1.276)
O (1.902, -6.880, 1.333)
N (1.545, -4.654, 0.790)
C (0.444, -3.611, 0.574)
C (2.878, -4.211, 0.258)
H (0.152, -6.012, 1.587)
H (0.794, -2.651, 0.953)
H (-0.592, -3.754, 0.881)
H (0.395, -3.396, -0.493)
H (3.392, -5.170, 0.319)
H (2.882, -4.022, -0.816)
H (3.364, -3.342, 0.702)
C (0.472, 4.438, 2.503)
O (0.936, 3.614, 1.730)
N (-0.224, 4.142, 3.568)
C (-0.852, 5.274, 4.272)
C (-0.862, 2.883, 3.861)
H (0.616, 5.527, 2.442)
H (-0.145, 6.041, 4.589)
H (-1.364, 4.890, 5.154)
H (-1.582, 5.734, 3.606)
H (-1.941, 2.998, 3.963)
H (-0.462, 2.101, 3.215)
H (-0.481, 2.730, 4.870)
C (-1.729, -4.936, 3.310)
O (-0.707, -5.313, 3.992)
N (-2.271, -3.680, 3.319)
C (-3.379, -3.204, 2.498)
C (-1.957, -2.767, 4.440)
H (-2.361, -5.586, 2.685)
H (-3.307, -2.133, 2.311)
H (-4.283, -3.402, 3.074)
H (-3.428, -3.830, 1.607)
H (-1.068, -2.873, 5.061)
H (-1.777, -1.740, 4.122)
H (-2.872, -2.726, 5.031)
C (-9.142, -0.022, 2.282)
C (-7.857, 0.381, 2.027)
C (-7.018, -0.344, 1.106)
C (-7.561, -1.500, 0.496)
C (-8.938, -1.898, 0.825)
C (-9.675, -1.176, 1.780)
N (-6.743, -2.241, -0.486)
O (-6.968, -3.360, -0.826)
O (-5.794, -1.711, -0.875)
H (-9.770, 0.555, 2.944)
H (-7.439, 1.298, 2.417)
H (-5.992, -0.064, 0.921)
H (-9.408, -2.716, 0.297)
H (-10.691, -1.474, 1.996)
C (5.023, 6.898, -4.628)
C (4.018, 6.111, -5.186)
C (3.054, 5.543, -4.326)
C (3.111, 5.701, -2.930)
C (4.150, 6.451, -2.393)
C (5.095, 7.073, -3.226)
N (2.036, 5.194, -2.056)
O (1.823, 5.643, -0.902)
O (1.460, 4.222, -2.392)
H (5.725, 7.459, -5.227)
H (3.913, 6.019, -6.257)
H (2.244, 4.990, -4.779)
H (4.299, 6.475, -1.324)
H (5.830, 7.718, -2.768)
C (2.504, 1.388, -2.794)
C (2.632, 1.930, -4.060)
C (3.590, 1.461, -4.948)
C (4.406, 0.388, -4.556)
C (4.394, 0.015, -3.209)
C (3.526, 0.553, -2.281)
N (5.344, -0.250, -5.440)
O (6.027, 0.581, -6.034)
O (5.405, -1.447, -5.701)
H (1.880, 1.865, -2.052)
H (2.070, 2.805, -4.354)
H (3.630, 1.866, -5.949)
H (5.197, -0.610, -2.848)
H (3.584, 0.283, -1.237)


ORCA calculation (ωB97M-V/def2-TZVPD) on a structure of composition C36H58BaN3O16 in a non-equilibrium geometry.

For the strongest force on any atom, the calculation gives 0.1101 hartree/bohr. As for the calculated total energy: -76179.202 eV. For the frontier orbital gap, the calculation gives 8.19 eV. Its multiplicity is 1. The value obtained for the HOMO energy is -11.43 eV. Its charge is +1. The energy relative to the best compared isomer or geometry (same formula, charge and spin) is 77.2 kcal per mole.

CARTESIAN COORDINATES (ANGSTROEM)
Ba (-2.582, -1.801, 2.856)
C (0.952, -0.312, 0.065)
C (-0.164, -0.587, 1.015)
O (-1.297, -0.557, 0.598)
O (-0.074, -0.987, 2.204)
H (1.691, 0.281, 0.603)
H (0.592, 0.345, -0.726)
H (1.402, -1.244, -0.277)
C (-0.399, -2.176, -2.817)
C (-1.743, -2.026, -2.555)
C (-2.656, -2.122, -3.627)
C (-2.238, -2.401, -4.929)
C (-0.818, -2.628, -5.144)
C (0.067, -2.500, -4.116)
N (-3.161, -2.219, -6.107)
O (-4.167, -1.553, -5.987)
O (-2.861, -2.737, -7.185)
H (0.223, -2.180, -1.934)
H (-2.125, -1.729, -1.589)
H (-3.687, -1.841, -3.475)
H (-0.399, -2.713, -6.136)
H (1.125, -2.531, -4.327)
C (0.043, 2.874, 1.762)
C (-0.328, 4.171, 1.516)
C (0.396, 5.270, 1.897)
C (1.510, 5.072, 2.643)
C (1.819, 3.772, 3.054)
C (1.157, 2.624, 2.573)
N (2.291, 6.223, 3.231)
O (3.006, 5.989, 4.175)
O (2.212, 7.293, 2.659)
H (-0.668, 2.132, 1.431)
H (-1.195, 4.362, 0.900)
H (0.089, 6.257, 1.585)
H (2.644, 3.716, 3.749)
H (1.390, 1.621, 2.899)
C (3.434, -0.133, 3.014)
C (3.298, -0.205, 4.410)
C (3.993, 0.710, 5.193)
C (4.683, 1.786, 4.632)
C (4.781, 1.818, 3.207)
C (4.223, 0.827, 2.433)
N (5.312, 2.812, 5.418)
O (5.529, 2.574, 6.608)
O (5.554, 3.926, 4.930)
H (2.912, -0.757, 2.303)
H (2.675, -0.921, 4.925)
H (3.958, 0.471, 6.245)
H (5.316, 2.606, 2.698)
H (4.330, 0.826, 1.358)
C (0.281, -2.582, 5.185)
O (-0.743, -3.062, 4.344)
C (-0.595, -4.432, 3.987)
C (-0.439, -4.622, 2.466)
O (-1.396, -3.855, 1.712)
C (-1.259, -4.119, 0.365)
H (0.220, -1.494, 5.158)
H (1.273, -2.821, 4.801)
H (0.243, -3.000, 6.191)
H (-1.557, -4.864, 4.264)
H (0.159, -4.970, 4.562)
H (-0.542, -5.673, 2.196)
H (0.602, -4.420, 2.214)
H (-1.999, -3.605, -0.248)
H (-1.319, -5.178, 0.117)
H (-0.397, -3.584, -0.036)
C (-0.227, 3.623, -5.420)
O (-0.237, 3.711, -4.020)
C (-1.293, 4.617, -3.641)
C (-1.444, 4.810, -2.154)
O (-2.002, 3.682, -1.390)
C (-1.141, 2.515, -1.388)
H (0.140, 4.534, -5.892)
H (-1.144, 3.220, -5.850)
H (0.584, 2.951, -5.703)
H (-2.221, 4.212, -4.044)
H (-1.002, 5.569, -4.084)
H (-1.879, 5.793, -1.978)
H (-0.404, 4.922, -1.845)
H (-0.965, 2.031, -2.349)
H (-1.613, 1.721, -0.809)
H (-0.188, 2.801, -0.943)
C (2.612, 2.037, -2.670)
O (3.564, 1.156, -3.209)
C (2.928, -0.041, -3.688)
C (3.952, -1.179, -3.586)
O (3.401, -2.500, -3.608)
C (4.323, -3.522, -3.503)
H (1.749, 2.146, -3.328)
H (3.052, 3.016, -2.481)
H (2.255, 1.653, -1.715)
H (2.449, 0.025, -4.665)
H (2.113, -0.367, -3.042)
H (4.555, -0.987, -2.698)
H (4.675, -1.247, -4.398)
H (3.836, -4.445, -3.816)
H (4.617, -3.577, -2.454)
H (5.221, -3.323, -4.088)
C (-4.676, -3.947, 0.182)
O (-4.001, -2.803, 0.689)
C (-4.592, -1.600, 0.131)
C (-5.673, -1.059, 1.061)
O (-5.163, -0.969, 2.389)
C (-6.090, -0.407, 3.318)
H (-4.197, -4.847, 0.568)
H (-4.591, -4.050, -0.900)
H (-5.762, -3.946, 0.267)
H (-4.785, -1.678, -0.939)
H (-3.816, -0.834, 0.139)
H (-6.489, -1.782, 1.076)
H (-6.036, -0.093, 0.710)
H (-5.850, 0.653, 3.406)
H (-6.018, -0.885, 4.295)
H (-7.102, -0.524, 2.932)


ORCA calculation (ωB97M-V/def2-TZVPD) on a structure of composition C36H58BrN3O2SSbSi3Ta in a non-equilibrium geometry.

For the strongest force on any atom, the calculation gives 0.0766 hartree/bohr. As for the calculated total energy: -159421.571 eV. For the frontier orbital gap (spin up / spin down), the calculation gives 3.50 / 3.50 eV. Its multiplicity is 1. The value obtained for the HOMO energy (spin up / spin down) is -12.70 / -12.70 eV. Its charge is +2. The energy relative to the best compared isomer or geometry (same formula, charge and spin) is 34.4 kcal per mole.

CARTESIAN COORDINATES (ANGSTROEM)
Ta (-1.092, 1.411, 0.129)
C (4.383, 1.506, 6.072)
C (2.837, 1.562, 6.201)
C (2.167, 0.692, 7.317)
C (2.335, 3.051, 6.471)
C (2.216, 1.182, 4.846)
C (0.839, 1.043, 4.702)
C (0.221, 0.574, 3.529)
Br (-1.528, -0.075, 3.576)
C (0.942, 0.625, 2.334)
O (0.245, 0.374, 1.192)
C (2.363, 0.707, 2.477)
C (2.964, 0.863, 3.704)
C (3.406, 0.636, 1.258)
C (4.045, 2.054, 1.188)
C (2.857, 0.253, -0.122)
C (4.515, -0.493, 1.474)
H (4.929, 1.591, 7.012)
H (4.698, 2.310, 5.396)
H (4.748, 0.578, 5.645)
H (2.609, 0.887, 8.292)
H (2.205, -0.344, 7.084)
H (1.128, 1.015, 7.359)
H (3.000, 3.488, 7.199)
H (1.332, 3.121, 6.899)
H (2.482, 3.583, 5.525)
H (0.215, 1.398, 5.523)
H (4.051, 0.997, 3.747)
H (3.248, 2.826, 1.215)
H (4.598, 2.272, 0.254)
H (4.651, 2.221, 2.072)
H (2.259, 1.039, -0.626)
H (2.154, -0.584, -0.046)
H (3.691, -0.060, -0.776)
H (5.222, -0.174, 2.215)
H (5.074, -0.781, 0.555)
H (4.006, -1.390, 1.918)
C (-0.170, -0.915, -4.774)
Sb (-0.393, -0.630, -2.520)
C (-1.118, 1.688, -2.061)
C (-2.387, 1.899, -2.698)
C (-3.243, 3.034, -2.403)
C (-4.361, 3.307, -3.201)
C (-4.674, 2.371, -4.202)
C (-3.817, 1.284, -4.388)
N (-2.703, 0.983, -3.674)
Si (0.086, 3.101, -2.661)
C (1.809, 3.161, -1.967)
C (-0.423, 4.822, -2.329)
C (0.163, 2.782, -4.515)
C (-1.263, -2.449, -1.294)
C (-2.008, -1.828, -0.133)
C (-2.415, -2.701, 0.927)
C (-3.404, -2.325, 1.825)
C (-4.097, -1.124, 1.633)
C (-3.571, -0.231, 0.676)
N (-2.370, -0.469, -0.007)
Si (0.229, -3.661, -0.850)
C (-0.175, -5.492, -0.719)
C (0.978, -3.220, 0.844)
C (1.586, -3.333, -2.183)
Si (-2.554, -3.339, -2.538)
C (-3.390, -4.807, -1.697)
C (-3.873, -2.123, -2.969)
C (-1.747, -3.918, -4.138)
H (-1.111, -0.553, -5.208)
H (-0.062, -2.011, -4.961)
H (0.713, -0.357, -5.121)
H (-2.961, 3.678, -1.527)
H (-4.955, 4.163, -2.874)
H (-5.515, 2.437, -4.937)
H (-4.014, 0.501, -5.104)
H (2.271, 4.121, -2.356)
H (2.539, 2.342, -2.193)
H (1.896, 3.277, -0.861)
H (-0.265, 5.048, -1.283)
H (-1.471, 5.032, -2.536)
H (0.181, 5.469, -3.006)
H (1.052, 2.218, -4.665)
H (0.287, 3.786, -4.966)
H (-0.771, 2.255, -4.935)
H (-2.086, -3.734, 1.115)
H (-3.506, -2.960, 2.687)
H (-4.920, -0.819, 2.289)
H (-4.050, 0.698, 0.497)
H (-0.938, -5.778, -0.006)
H (0.764, -5.977, -0.376)
H (-0.426, -5.972, -1.667)
H (0.738, -2.221, 1.152)
H (2.068, -3.293, 0.815)
H (0.602, -4.004, 1.588)
H (1.111, -3.467, -3.196)
H (2.408, -3.991, -1.983)
H (1.968, -2.294, -2.164)
H (-2.878, -5.739, -1.957)
H (-4.359, -4.970, -2.149)
H (-3.439, -4.750, -0.614)
H (-3.448, -1.107, -3.028)
H (-4.695, -2.133, -2.220)
H (-4.310, -2.423, -3.941)
H (-2.293, -4.772, -4.575)
H (-0.609, -4.062, -4.162)
H (-1.971, -3.072, -4.848)
O (-0.165, 3.290, 0.504)
S (-1.618, 3.778, 1.176)
N (-2.470, 2.545, 0.799)